Entry 1:
12
Properties=species:S:1:pos:R:3:lowdin_charge:R:1 method="wB97M-V/def2-TZVPD" de_lowest_ev=0.793 gap_ev=7.062 smiles="NC1=CC(=S)C(Cl)=C1" lumo_energy_ev=-1.0523 mol_weight_g_mol=145.6 total_charge=0
N -2.06 -0.11 0.19 0.12
C -0.74 0.04 0.07 -0.34
C 0.02 1.21 -0.10 -0.08
C 1.42 0.82 -0.01 -0.86
S 2.76 1.66 0.07 0.76
C 1.41 -0.67 -0.05 -0.76
Cl 2.83 -1.54 0.06 0.72
C 0.14 -1.16 -0.06 -0.02
H -2.60 0.73 -0.11 0.13
H -2.55 -0.99 -0.07 0.13
H -0.42 2.19 0.01 0.10
H -0.21 -2.17 0.01 0.11

Entry 2:
56
Properties=species:S:1:pos:R:3:lowdin_charge:R:1 method="wB97M-V/def2-TZVPD" de_lowest_ev=0.285 gap_ev=8.804 lumo_energy_ev=-6.0026 mol_weight_g_mol=587.3 total_charge=+2
Sn 0.37 -0.48 -0.16 1.19
O -3.61 -0.30 -3.17 0.21
C -2.52 -0.62 -2.84 -0.37
N -2.26 -1.25 -1.52 -0.07
C -2.60 -2.65 -1.51 -0.35
O -3.08 -3.14 -2.49 0.20
C -2.24 -3.44 -0.30 -0.21
C -3.06 -4.51 0.04 0.04
C -2.71 -5.28 1.15 -0.01
C -1.56 -4.96 1.84 -0.02
C -0.79 -3.90 1.40 -0.12
N -1.12 -3.15 0.35 0.05
C -1.30 -0.48 -3.68 -0.20
C -1.47 -0.22 -5.04 0.04
C -0.34 -0.04 -5.82 -0.01
C 0.91 -0.13 -5.21 -0.02
C 0.97 -0.41 -3.85 -0.13
N -0.11 -0.58 -3.09 0.04
H -3.93 -4.73 -0.56 0.14
H -3.33 -6.11 1.45 0.13
H -1.25 -5.53 2.71 0.12
H 0.15 -3.64 1.88 0.11
H -2.47 -0.17 -5.45 0.14
H -0.42 0.18 -6.87 0.13
H 1.81 0.01 -5.78 0.12
H 1.93 -0.49 -3.34 0.11
N 0.85 4.42 1.00 0.24
C 1.41 3.11 1.49 -0.35
C 2.92 3.13 1.63 -0.09
C 3.40 1.70 1.92 -0.36
N 3.16 0.87 0.72 0.02
C 2.68 1.13 3.16 -0.09
C 1.15 1.27 3.17 -0.32
N 0.46 0.27 2.31 -0.04
C 0.76 2.70 2.80 -0.09
H 1.35 4.74 0.17 0.18
H 0.91 5.15 1.71 0.18
H -0.14 4.28 0.74 0.13
H 1.15 2.38 0.72 0.03
H 3.22 3.77 2.47 0.14
H 3.40 3.50 0.72 0.13
H 4.47 1.73 2.14 0.15
H 3.53 -0.06 0.90 0.09
H 3.75 1.23 -0.03 0.10
H 3.07 1.67 4.02 0.14
H 2.96 0.08 3.29 0.13
H 0.82 1.10 4.19 0.15
H -0.55 0.43 2.39 0.07
H 0.59 -0.65 2.73 0.09
H 1.11 3.36 3.59 0.14
H -0.33 2.78 2.74 0.13
O -1.93 -0.52 0.86 -0.42
S -2.79 -0.23 -0.27 0.51
O -2.34 1.13 -0.87 -0.69
O -4.18 -0.28 -0.09 -0.14
S -0.83 1.83 -0.48 0.56

Entry 3:
12
Properties=species:S:1:pos:R:3:lowdin_charge:R:1 method="wB97M-V/def2-TZVPD" de_lowest_ev=3.556 gap_ev=9.897 smiles="C=C=N.C=C=N" lumo_energy_ev=0.8602 mol_weight_g_mol=82.1 total_charge=0
C -1.80 0.82 1.86 -0.01
C -0.76 1.32 1.32 -0.33
N 0.37 1.59 1.02 0.14
H -1.77 0.94 2.94 0.07
H -2.68 0.56 1.33 0.05
H 0.68 2.58 1.01 0.10
C 0.06 -1.45 -1.78 -0.02
C 1.28 -1.32 -1.46 -0.28
N 2.47 -1.41 -1.09 0.14
H -0.32 -2.09 -2.55 0.05
H -0.66 -0.77 -1.25 0.07
H 3.14 -0.75 -1.36 0.03

Entry 4:
13
Properties=species:S:1:pos:R:3:lowdin_charge:R:1 method="wB97M-V/def2-TZVPD" de_lowest_ev=0.701 gap_ev=8.413 lumo_energy_ev=4.1184 mol_weight_g_mol=91.1 total_charge=-1
C 1.89 0.53 -1.55 -0.21
O 1.24 -0.70 -1.66 -0.15
H 0.76 -0.90 -0.83 0.04
H 1.61 1.09 -0.65 0.06
H 2.97 0.40 -1.42 0.06
H 1.65 1.10 -2.44 0.06
C -2.00 -0.42 0.97 -0.06
C -0.67 0.00 1.62 -0.77
O 0.35 -0.15 0.90 -0.10
O -0.74 0.49 2.76 -0.09
H -2.41 0.45 0.44 0.06
H -2.80 -0.72 1.66 0.05
H -1.85 -1.18 0.20 0.05

Entry 5:
15
Properties=species:S:1:pos:R:3:lowdin_charge:R:1 method="wB97M-V/def2-TZVPD" de_lowest_ev=2.261 gap_ev=10.689 smiles=C[C@@]1(O)C[C@H]2O[C@H]21 lumo_energy_ev=0.9612 mol_weight_g_mol=100.1 total_charge=0
C 1.47 0.65 -0.40 -0.01
C 0.33 -0.05 0.31 -0.51
O 0.72 -0.53 1.58 0.01
C -1.03 0.71 0.44 -0.02
C -1.68 -0.39 -0.39 -0.20
O -0.98 -0.44 -1.63 0.00
C -0.42 -1.12 -0.52 -0.16
H 1.16 0.96 -1.40 0.09
H 1.79 1.53 0.17 0.09
H 2.32 -0.04 -0.50 0.09
H 1.68 -0.63 1.57 0.09
H -1.35 0.72 1.49 0.12
H -1.08 1.72 0.01 0.12
H -2.71 -0.75 -0.38 0.14
H -0.21 -2.18 -0.62 0.15

Entry 6:
14
Properties=species:S:1:pos:R:3:lowdin_charge:R:1 method="wB97M-V/def2-TZVPD" de_lowest_ev=5.184 gap_ev=8.723 lumo_energy_ev=0.0131 mol_weight_g_mol=137.2 total_charge=0
C -1.63 1.15 -0.44 -0.24
C 0.45 0.36 0.41 -0.62
H -1.96 1.26 0.90 0.12
H -2.03 -0.17 -0.82 0.06
H -2.18 2.25 -1.13 0.13
H 2.06 1.49 0.15 0.05
H 2.60 -0.88 -1.57 -0.18
H 0.56 -1.30 1.50 0.08
H -1.88 -2.41 0.77 -0.02
N -0.13 1.33 -0.28 -0.05
N 1.92 0.52 0.37 -0.38
N 0.06 -0.86 0.75 -0.34
S 2.97 -0.70 -0.31 0.71
S -0.81 -2.03 -0.29 0.68

Entry 7:
22
Properties=species:S:1:pos:R:3:lowdin_charge:R:1 method="wB97M-V/def2-TZVPD" de_lowest_ev=8.854 gap_ev=10.467 lumo_energy_ev=1.0285 mol_weight_g_mol=110.2 total_charge=0
C -1.07 1.45 -0.06 -0.17
C -0.74 0.60 1.43 -0.18
C 0.00 -0.83 1.47 -0.13
C 1.12 -1.22 0.13 -0.30
C 0.50 -1.73 -1.09 -0.09
C 0.17 -0.19 -1.18 -0.40
C -0.50 1.10 -1.49 -0.16
C 1.40 0.15 -0.49 -0.14
H -2.29 1.38 -0.26 0.13
H -1.09 2.54 0.27 0.10
H -1.57 0.47 2.14 0.08
H -0.06 1.36 2.04 0.11
H 0.75 -0.57 2.42 0.14
H -0.72 -1.75 1.69 0.12
H 1.62 -1.99 0.80 0.13
H 0.84 -2.20 -2.12 0.14
H -0.36 -2.37 -0.60 0.13
H -0.32 -0.39 -0.35 -0.01
H 0.34 1.70 -2.05 0.15
H -1.54 1.04 -1.92 0.10
H 1.22 1.03 0.23 0.12
H 2.31 0.41 -1.02 0.12

Entry 8:
12
Properties=species:S:1:pos:R:3:lowdin_charge:R:1 method="wB97M-V/def2-TZVPD" de_lowest_ev=6.132 gap_ev="7.265 / 7.267" lumo_energy_ev="-0.5090 / -0.5086" mol_weight_g_mol=99.1 total_charge=0
C 2.03 0.29 -0.19 0.00
C -1.12 -0.13 0.11 -0.52
C 0.66 -0.20 0.09 -0.37
N -2.31 0.37 -0.32 0.18
O 0.44 -1.54 0.15 -0.03
N -0.93 -1.52 0.35 0.03
N -0.25 0.50 0.92 0.25
H -3.06 -0.29 -0.45 0.10
H -2.59 1.26 0.08 0.10
H 2.73 -0.13 0.53 0.09
H 2.35 0.01 -1.19 0.09
H 2.05 1.38 -0.09 0.08